77
Properties=species:S:1:pos:R:3:forces:R:3:lowdin_charge:R:1 method="wB97M-V/def2-TZVPD" mol_weight_g_mol=633.6 homo_lumo_gap_ev=8.745 lumo_energy_ev=0.3944 homo_ha=-0.307 de_lowest_kj_mol=280.6
C -0.889334 1.529373 2.613783 -0.1 -0.2 0.4 0.038
C -1.566396 0.431600 2.211889 0.5 0.5 -0.2 -0.262
O -2.837335 0.169542 2.677859 0.4 -1.0 1.0 -0.324
S -4.006971 1.177850 2.056202 -0.8 -0.1 0.2 0.972
O -3.844546 2.479185 2.631718 0.4 0.4 0.2 -0.362
O -5.227788 0.460945 2.912010 0.4 -0.4 -0.4 -0.400
N -4.972867 0.041812 4.234304 -0.5 0.0 0.5 0.006
H -0.779766 1.727755 3.675264 -1.4 1.0 -0.1 0.046
H -0.444760 2.235012 1.922173 1.4 -0.9 -0.1 0.066
H -1.134108 -0.372069 1.627495 -0.6 0.4 -1.2 0.115
H -4.340504 -0.747147 4.181093 0.2 0.1 -0.1 0.070
H -4.528103 0.812406 4.724105 0.1 0.0 -0.1 0.073
C -3.133738 -2.348062 -3.224965 0.2 0.0 0.3 -0.021
C -3.738302 -1.469784 -2.162441 -0.1 -0.1 -0.3 -0.305
C -4.693231 -0.407772 -2.670984 0.0 0.0 0.0 -0.074
O -4.529769 0.644181 -1.701163 0.0 0.0 -0.1 0.069
C -3.289428 0.529121 -1.190468 0.2 0.1 0.0 -0.591
O -2.747516 1.358325 -0.521533 0.0 0.0 -0.2 0.096
O -2.729185 -0.643666 -1.535562 0.0 -0.1 0.1 0.083
H -3.905510 -2.795254 -3.848307 0.0 0.0 0.0 0.090
H -2.465530 -1.764641 -3.855653 -0.1 0.0 -0.1 0.084
H -2.544651 -3.147582 -2.777321 0.0 0.0 0.0 0.095
H -4.210726 -2.064335 -1.375939 0.0 0.0 0.0 0.159
H -5.729450 -0.730606 -2.704832 0.0 0.1 0.1 0.139
H -4.395959 -0.022977 -3.648767 0.0 -0.1 0.0 0.143
C 1.015681 0.894088 9.223020 0.3 0.0 0.0 -0.021
C 0.911283 1.772398 8.003313 -0.1 -0.2 0.1 -0.322
C -0.131684 1.347921 6.988614 -0.1 0.1 0.0 -0.085
O 0.428253 1.831846 5.761401 -0.1 -0.1 0.0 0.050
C 1.769233 1.868182 5.908746 0.1 -0.1 0.0 -0.546
O 2.542363 2.011291 5.016745 -0.2 0.2 0.2 0.151
O 2.110519 1.704921 7.205030 0.0 0.1 0.0 0.093
H 0.037832 0.778871 9.691352 0.0 0.0 0.0 0.092
H 1.401294 -0.088417 8.949523 -0.1 0.0 0.0 0.094
H 1.698465 1.325025 9.953718 0.0 0.0 0.0 0.087
H 0.765129 2.816887 8.290624 0.0 0.0 -0.1 0.159
H -1.107035 1.797001 7.156309 0.0 0.1 -0.1 0.141
H -0.235359 0.262494 6.921685 0.1 0.0 0.1 0.142
C 3.894749 0.884529 2.669709 0.0 -0.4 -0.2 -0.024
C 4.784041 1.266091 1.519596 -0.1 0.1 0.2 -0.314
C 4.435317 2.573650 0.839546 0.1 0.0 0.1 -0.089
O 4.901245 2.356758 -0.499564 -0.1 0.0 0.0 0.057
C 4.868185 1.021856 -0.732015 0.1 -0.1 0.0 -0.590
O 4.992186 0.523998 -1.806391 0.0 0.0 0.0 0.151
O 4.660490 0.345665 0.412498 0.1 0.0 0.0 0.091
H 3.832218 1.685770 3.400046 0.1 0.0 -0.1 0.061
H 2.889406 0.645686 2.319560 0.0 0.2 0.0 0.094
H 4.283180 -0.001977 3.171374 0.0 0.0 0.0 0.093
H 5.832361 1.262462 1.829799 0.0 0.0 -0.1 0.158
H 4.933901 3.437112 1.270952 0.1 0.0 -0.1 0.138
H 3.356661 2.747687 0.816157 0.0 0.0 0.0 0.133
C 1.248374 -4.126028 -5.293043 -0.1 0.0 0.2 -0.013
C 0.091328 -4.082062 -6.255673 0.2 0.0 0.0 -0.317
C 0.179963 -3.007754 -7.320286 0.0 0.0 0.0 -0.088
O -1.201548 -2.722123 -7.581275 0.1 0.1 0.0 0.067
C -1.897664 -3.013440 -6.460365 -0.1 0.0 0.1 -0.567
O -3.027297 -2.694216 -6.258496 0.0 0.0 -0.2 0.145
O -1.131781 -3.702862 -5.589685 0.0 -0.1 -0.1 0.080
H 2.190680 -4.190932 -5.839294 0.0 0.0 0.0 0.093
H 1.254499 -3.234343 -4.667317 0.0 0.1 0.0 0.074
H 1.171785 -4.990425 -4.634686 0.0 0.0 0.0 0.091
H -0.073846 -5.062378 -6.711696 -0.1 0.0 0.0 0.156
H 0.673045 -3.335336 -8.231392 -0.1 0.0 -0.1 0.137
H 0.659894 -2.099853 -6.947824 0.0 0.0 0.1 0.140
C 1.136716 2.102018 -4.039029 0.0 -0.2 -0.2 -0.016
C 0.608629 1.185978 -2.965647 0.1 0.2 0.0 -0.315
C 1.491373 1.060009 -1.742282 0.0 0.1 0.1 -0.082
O 1.193042 -0.264618 -1.283705 0.1 0.1 0.0 0.073
C 0.796292 -0.987741 -2.350300 -0.1 -0.1 0.0 -0.567
O 0.664806 -2.170512 -2.358174 0.0 0.0 0.0 0.152
O 0.572028 -0.185118 -3.415583 -0.1 0.0 0.0 0.078
H 1.370444 3.080245 -3.618188 0.0 0.0 0.0 0.093
H 2.037075 1.680907 -4.487495 0.1 0.0 0.1 0.095
H 0.401368 2.235083 -4.831893 0.0 0.0 0.0 0.085
H -0.406971 1.468176 -2.680969 -0.1 0.0 0.1 0.152
H 1.261760 1.788222 -0.967779 -0.1 -0.1 0.1 0.139
H 2.551565 1.114096 -1.999229 0.0 0.0 -0.1 0.121

65
Properties=species:S:1:pos:R:3:forces:R:3:lowdin_charge:R:1 method="wB97M-V/def2-TZVPD" mol_weight_g_mol=646.7 homo_lumo_gap_ev=6.645 lumo_energy_ev=-1.1211 homo_ha=-0.285 de_lowest_kj_mol=0.0
P 1.692714 -3.924304 -2.159622 0.4 -0.7 0.4 0.845
P 0.315474 -4.407975 0.567167 -0.1 -0.8 -0.3 0.849
C 1.926948 -5.632253 -1.405825 0.1 0.4 -0.4 -0.425
C 0.823975 -5.945909 -0.396034 -0.2 0.4 0.4 -0.424
H 2.928255 -5.642515 -0.939070 -0.4 -0.1 -0.1 0.078
H 1.898239 -6.346697 -2.243697 0.3 0.0 0.3 0.069
H -0.091915 -6.324385 -0.885649 0.4 0.1 0.1 0.077
H 1.175057 -6.676320 0.349892 -0.3 -0.1 -0.4 0.069
C 1.543744 -4.594008 1.931457 -0.2 0.1 0.0 -0.282
H 1.258570 -3.918313 2.748851 0.2 -0.2 -0.1 0.042
H 2.555685 -4.341149 1.583269 -0.3 0.0 0.1 0.042
H 1.513310 -5.637828 2.273928 0.2 0.3 0.1 0.035
C -1.168184 -5.096044 1.379514 0.2 -0.1 0.2 -0.305
H -0.897125 -6.018321 1.902939 -0.3 0.0 0.1 0.036
H -1.928396 -5.298491 0.618368 0.0 0.0 0.2 0.035
H -1.542312 -4.348930 2.086658 -0.1 -0.2 0.0 0.036
C 3.274694 -3.770797 -3.051266 0.0 -0.2 -0.3 -0.306
H 3.231315 -2.852818 -3.650673 0.2 -0.2 0.1 0.036
H 3.410723 -4.647359 -3.696954 0.3 0.2 0.0 0.036
H 4.093065 -3.697739 -2.324111 -0.1 0.0 -0.2 0.036
C 0.584749 -4.460265 -3.528364 0.2 0.2 0.0 -0.280
H -0.410638 -4.714813 -3.143360 0.2 0.1 -0.1 0.041
H 1.040045 -5.338690 -4.001168 -0.2 0.1 -0.1 0.035
H 0.500084 -3.641149 -4.251087 -0.1 -0.2 0.0 0.040
Pb 0.941044 3.448930 0.131884 0.0 -1.2 0.0 1.305
C -0.986670 -0.708451 0.693502 0.3 0.2 0.4 -0.111
C 0.265786 -0.697241 1.173148 -0.4 0.5 0.2 -0.108
C 1.514583 -1.324173 0.623925 0.4 -0.4 -0.2 -0.252
C 2.316432 -0.528067 -0.412442 0.0 0.3 0.1 -0.204
C 1.592645 -0.048812 -1.647507 -0.1 0.3 -0.1 -0.139
C 0.407993 -0.431138 -2.142144 0.0 0.3 -0.1 -0.102
C -0.446299 -1.573558 -1.663977 0.1 -0.4 0.5 -0.263
C -1.506402 -1.261336 -0.596115 0.1 0.1 -0.6 -0.197
C 0.042806 4.446972 -1.650994 -0.1 0.5 -0.2 -0.357
H -1.755674 -0.197601 1.282550 0.3 -0.1 0.0 0.101
H 0.430202 -0.146383 2.112154 -0.2 -0.2 -0.3 0.102
H 1.324894 -2.323744 0.217795 0.0 0.5 0.1 -0.026
H 2.183592 -1.496901 1.474238 0.0 0.0 0.0 0.106
H 2.733798 0.370407 0.076823 -0.1 -0.2 -0.1 0.087
H 3.192972 -1.132023 -0.694235 -0.2 0.1 0.0 0.106
H 2.119766 0.775689 -2.155498 -0.3 -0.3 0.1 0.095
H 0.005344 0.128153 -3.003791 0.3 -0.2 0.3 0.104
H 0.199040 -2.369757 -1.262852 -0.5 0.5 -0.3 -0.047
H -0.954978 -2.014302 -2.529740 0.0 0.1 0.0 0.104
H -2.221581 -0.532220 -0.998193 0.0 -0.1 0.1 0.110
H -2.077325 -2.187725 -0.433619 0.0 0.2 0.1 0.105
H -1.013833 4.758119 -1.561290 0.6 -0.1 0.0 -0.005
H 0.198588 3.848055 -2.565064 -0.1 0.2 0.4 -0.020
H 0.703950 5.329745 -1.688758 -0.4 0.0 -0.4 -0.027
O 0.272469 4.826601 1.760262 -1.7 -0.3 -0.4 -0.284
C -1.027759 4.647752 1.634536 1.3 -1.0 -0.6 -0.598
O -1.508272 3.664025 0.993010 0.9 1.6 1.1 -0.084
C -1.807818 5.784399 2.188627 -0.2 0.9 0.1 -0.117
C -1.114560 6.747465 2.959076 -0.7 -0.3 -0.2 0.009
C -1.706688 7.966650 3.243104 -0.5 0.1 -0.1 0.020
C -2.987530 8.244447 2.730415 0.6 -2.1 -0.8 -0.144
C -3.726013 7.249374 2.034760 0.4 0.9 0.5 0.026
C -3.115623 6.035153 1.751540 0.2 -0.4 0.3 0.004
N -3.417986 9.607145 2.724002 -0.9 3.1 0.7 -0.319
O -2.652095 10.444727 3.260983 -1.5 -1.5 -1.1 0.048
O -4.505150 9.920079 2.196650 2.0 -0.9 0.9 0.064
H -0.102893 6.557388 3.294562 -0.2 -0.1 -0.1 0.120
H -1.172986 8.723206 3.817514 -0.2 -0.2 -0.3 0.123
H -4.739249 7.460636 1.702847 0.3 0.1 0.0 0.120
H -3.626598 5.265387 1.163147 0.2 0.4 0.2 0.129

64
Properties=species:S:1:pos:R:3:forces:R:3:lowdin_charge:R:1 method="wB97M-V/def2-TZVPD" mol_weight_g_mol=780.8 homo_lumo_gap_ev=7.113 total_charge=+1 lumo_energy_ev=-3.5685 homo_ha=-0.393 de_lowest_kj_mol=7.8
Ti 0.750334 -0.031555 0.635021 -0.2 0.1 -0.3 0.052
C -0.660938 -1.807299 0.188686 -0.2 -0.2 0.0 -0.240
C -1.474546 -0.735829 0.638545 -0.1 -0.1 0.0 -0.209
C -1.153899 -0.501119 1.993569 -0.1 0.0 0.0 -0.180
C -0.139055 -1.406455 2.367404 0.0 0.1 0.0 -0.205
C 0.173159 -2.209338 1.245819 0.0 -0.1 0.1 -0.161
H -0.706905 -2.285981 -0.777248 0.0 0.0 0.0 0.090
H -2.253346 -0.243713 0.074955 0.1 0.0 0.0 0.106
H -1.621892 0.224610 2.641947 0.1 0.0 0.0 0.125
H 0.313560 -1.482818 3.343493 0.0 0.0 -0.1 0.107
H 0.900558 -3.006678 1.213662 0.0 0.1 0.0 0.124
O 6.007954 0.788616 2.779406 0.0 0.0 0.0 -0.041
C 5.720286 1.622520 1.674154 0.0 0.0 0.1 -0.221
C 4.279030 1.333859 1.207821 0.2 0.0 0.1 -0.556
C 4.116854 2.171499 -0.054353 0.0 0.0 -0.1 -0.206
O 2.768369 2.279237 -0.504528 -0.1 0.3 -0.2 -0.197
C 4.197889 -0.174089 0.959047 0.1 -0.2 0.0 -0.470
Se 2.833924 -0.826817 -0.306766 0.3 -0.2 -0.2 0.714
C 3.366891 1.813972 2.336772 -0.1 0.1 0.1 -0.439
Se 1.626493 0.958811 2.648207 0.1 -0.2 0.0 0.803
H 6.905193 0.960320 3.079563 0.0 0.0 0.0 0.106
H 6.410937 1.424159 0.845815 0.0 0.0 0.0 0.136
H 5.807915 2.680284 1.949967 0.0 0.0 0.0 0.136
H 4.750750 1.756209 -0.842768 0.0 0.0 0.0 0.140
H 4.459789 3.191591 0.138616 0.0 0.0 0.0 0.138
H 2.659657 1.665257 -1.241102 0.0 -0.1 0.2 0.018
H 4.058982 -0.716119 1.893253 0.0 0.1 -0.1 0.071
H 5.132630 -0.519749 0.515013 0.0 0.0 0.0 0.073
H 3.221426 2.894094 2.296861 0.0 0.0 -0.1 0.073
H 3.853209 1.576279 3.284598 0.0 0.1 -0.1 0.065
C 0.544667 4.153902 1.332728 0.0 0.0 0.0 -0.289
Sb -0.119609 2.593247 0.074482 -0.1 0.0 0.1 1.361
C -2.214672 2.847346 0.286478 -0.1 0.0 0.1 -0.277
C 0.207943 3.554308 -1.818342 0.0 0.1 -0.1 -0.284
C -0.958244 3.472365 -2.754632 0.1 0.0 0.1 -0.291
C -1.986180 4.406307 -2.654946 -0.1 0.0 0.0 -0.061
C -3.101855 4.344658 -3.471271 0.0 0.0 0.0 -0.066
C -3.198865 3.335961 -4.418861 0.0 0.0 0.0 -0.067
C -2.170968 2.417147 -4.545076 0.0 0.0 0.0 -0.051
C -1.043457 2.469210 -3.727544 0.1 -0.1 -0.1 -0.290
C 0.043653 1.448549 -3.928762 0.0 0.1 -0.1 -0.297
Sb 0.016052 -0.062017 -2.409870 0.1 0.0 0.4 1.358
C -1.996174 -0.651317 -2.761919 -0.1 0.0 -0.1 -0.272
C 0.991381 -1.637849 -3.439054 0.0 -0.1 0.0 -0.296
H -0.040806 5.048984 1.126338 0.0 0.0 0.0 0.021
H 1.594907 4.346335 1.119018 0.0 0.0 0.0 0.011
H 0.425343 3.862346 2.374112 0.0 0.0 0.0 0.005
H -2.475280 3.901464 0.226773 0.0 0.0 0.0 0.017
H -2.505997 2.459751 1.262982 0.0 0.0 0.0 0.013
H -2.751159 2.310144 -0.493926 0.0 0.0 0.0 0.012
H 1.114184 3.133896 -2.242948 0.1 0.0 0.0 0.037
H 0.426994 4.586958 -1.544825 0.0 0.0 0.0 0.078
H -1.902872 5.204870 -1.927276 0.0 0.0 0.0 0.117
H -3.884185 5.084135 -3.377589 0.0 0.0 0.0 0.109
H -4.059141 3.276262 -5.070888 0.0 0.0 0.0 0.109
H -2.233287 1.648799 -5.305700 0.0 0.0 0.0 0.115
H 1.040168 1.886273 -3.984037 0.0 0.0 0.0 0.068
H -0.127337 0.901119 -4.856064 0.0 0.0 0.0 0.068
H -2.097588 -0.873923 -3.823377 0.0 0.0 0.0 0.025
H -2.677721 0.157564 -2.505191 0.0 0.0 0.0 0.014
H -2.257288 -1.538900 -2.190066 0.0 0.0 0.0 0.011
H 0.553035 -1.729452 -4.431185 0.0 0.0 0.0 0.018
H 0.848454 -2.568016 -2.891470 0.0 0.0 0.0 0.014
H 2.057796 -1.442486 -3.518121 0.0 0.0 0.0 0.005